This record from the OMol25 dataset describes a molecular structure, C22H30AgN4O3S2 at a distorted geometry. The level of theory is wB97M-V/def2-TZVPD.

Each line ends with the natural charge from an NBO analysis.
Atoms and positions in Å:
Ag  -0.1754  -0.4361  -0.3832  0.694
C  -1.8134  2.3491  1.6778  -0.233
C  -2.0628  3.3128  0.5251  -0.227
N  -1.0826  3.1092  -0.5264  -0.663
C  -1.5681  3.2689  -1.8801  -0.221
C  -2.7509  2.3753  -2.3134  -0.562
S  -2.6366  0.6378  -1.7976  0.240
C  -3.7808  0.6282  -0.3729  -0.533
C  -3.1888  0.4120  1.0339  -0.240
N  -1.8580  0.9554  1.2560  -0.656
H  -2.5407  2.5583  2.4738  0.158
H  -0.8074  2.5362  2.0619  0.226
H  -1.9966  4.3346  0.9135  0.178
H  -3.0918  3.1869  0.1635  0.162
H  -0.6715  2.1949  -0.4193  0.395
H  -0.7293  3.0753  -2.5500  0.202
H  -1.8617  4.3137  -2.0309  0.176
H  -2.7774  2.3448  -3.4054  0.221
H  -3.7136  2.7696  -1.9822  0.199
H  -4.4850  -0.1818  -0.5587  0.231
H  -4.3368  1.5624  -0.4284  0.197
H  -3.1483  -0.6508  1.2135  0.224
H  -3.9093  0.8174  1.7579  0.160
H  -1.3522  0.3725  1.9105  0.401
C  2.2686  1.5350  2.5050  -0.418
N  1.5682  2.1892  1.4110  -0.437
C  1.2382  3.5578  1.7587  -0.431
C  2.3553  2.1798  0.1724  -0.258
C  2.8596  0.8155  -0.2573  0.005
C  4.2460  0.6415  -0.3092  -0.256
C  4.8142  -0.5670  -0.6961  -0.260
C  3.9682  -1.6141  -1.0328  -0.242
C  2.5876  -1.4269  -0.9763  -0.254
C  1.9767  -0.2174  -0.5981  -0.472
H  3.2235  2.0371  2.7526  0.148
H  2.4826  0.4991  2.2418  0.226
H  1.6385  1.5439  3.3986  0.186
H  2.1436  4.1855  1.8556  0.153
H  0.7109  3.5849  2.7188  0.184
H  0.5873  3.9884  0.9930  0.227
H  3.2287  2.8446  0.3006  0.145
H  1.7301  2.6127  -0.6174  0.209
H  4.8944  1.4674  -0.0286  0.186
H  5.8914  -0.6841  -0.7285  0.191
H  4.3756  -2.5758  -1.3376  0.192
H  1.9641  -2.2723  -1.2537  0.187
O  -1.5286  -2.6777  -2.9041  -0.603
C  -1.3224  -2.8957  -1.7295  0.644
N  -1.8118  -2.1697  -0.6472  -1.001
S  -1.4570  -2.8828  0.7511  2.283
O  -2.6148  -3.4881  1.3697  -0.964
O  -0.6959  -2.0096  1.6303  -0.984
C  -0.4200  -4.1664  0.0936  -0.227
C  0.2672  -5.1834  0.7295  -0.214
C  0.9611  -6.0822  -0.0708  -0.209
C  0.9436  -5.9636  -1.4609  -0.213
C  0.2275  -4.9452  -2.0797  -0.170
C  -0.4522  -4.0481  -1.2782  -0.154
H  0.2782  -5.2636  1.8099  0.225
H  1.5192  -6.8868  0.3919  0.207
H  1.4966  -6.6772  -2.0611  0.206
H  0.1951  -4.8312  -3.1561  0.232

Results
Electronic energy in hartree: -2244.4374
Net charge: -1
Orbital gap in Ha: 0.267